C56H112O28S14 | ωB97M-V with the def2-TZVPD basis set

```
! wB97M-V def2-TZVPD RIJCOSX def2/J DEFGRID3
* xyz 0 1
C 5.16311 0.43852 -4.16210
C 3.84452 1.02692 -4.69233
C 3.21385 0.00182 -5.67050
S 4.00692 -1.58111 -5.21982
O 5.11168 -1.96717 -6.08472
O 3.00239 -2.56671 -4.84868
C 4.78127 -0.92817 -3.68651
H 5.54867 0.97362 -3.30577
H 5.94540 0.47937 -4.91992
H 3.98054 2.00411 -5.10139
H 3.21029 1.06380 -3.80843
H 3.42487 0.21047 -6.74500
H 2.15701 -0.06128 -5.51769
H 5.59069 -1.60525 -3.38853
H 4.01709 -0.85332 -2.96348
C 2.95697 -4.47024 3.09207
C 2.71185 -5.97343 3.13641
C 1.55783 -6.22119 2.24808
S 0.46957 -4.76772 2.45810
O -0.76442 -4.97866 3.13135
O 0.31410 -4.14465 1.20294
C 1.60473 -3.80955 3.53746
H 3.15377 -4.11445 2.02943
H 3.76201 -4.05479 3.72391
H 2.54439 -6.33960 4.16847
H 3.58444 -6.51182 2.74795
H 0.91291 -7.09713 2.38085
H 1.86697 -6.13090 1.19252
H 1.49509 -4.01711 4.59567
H 1.47869 -2.72553 3.29907
C 1.27440 -3.50391 -2.48072
C 2.46318 -3.95632 -1.66107
C 2.73042 -5.50321 -1.81160
S 1.36062 -6.16994 -2.74846
O 0.36033 -6.59505 -1.82890
O 1.84616 -7.08599 -3.78342
C 1.01369 -4.61983 -3.53501
H 1.60612 -2.57234 -2.97927
H 0.35961 -3.29371 -1.91182
H 2.25851 -3.61136 -0.69135
H 3.33948 -3.49981 -2.09302
H 2.68707 -5.99956 -0.87294
H 3.70542 -5.63270 -2.27225
H -0.01720 -4.61706 -3.82674
H 1.77083 -4.51607 -4.32242
C -3.21862 -5.43865 0.26382
C -4.57703 -4.79025 0.40413
C -4.34842 -3.29134 -0.12874
S -3.40673 -3.48760 -1.63196
O -2.30578 -2.58200 -1.74472
O -4.34359 -3.46482 -2.73197
C -2.73997 -5.14994 -1.17942
H -3.18529 -6.55079 0.36564
H -2.50707 -4.98637 0.98979
H -4.90680 -4.74455 1.44286
H -5.34567 -5.25848 -0.21909
H -3.74348 -2.80588 0.68865
H -5.26492 -2.75956 -0.44032
H -1.63136 -5.05832 -1.34246
H -3.27165 -5.81721 -1.91994
C -1.93235 -2.59106 -5.07299
C -2.92864 -1.39589 -5.10582
C -2.33026 -0.39512 -4.17831
S -0.57809 -0.39249 -4.62025
O 0.25251 -0.52776 -3.40305
O -0.25711 0.66052 -5.56743
C -0.53740 -1.94023 -5.39669
H -2.27359 -3.35761 -5.77870
H -1.96423 -3.01571 -4.05447
H -3.91337 -1.68933 -4.69706
H -3.00675 -0.97977 -6.10724
H -2.36523 -0.55331 -3.08108
H -2.59341 0.60132 -4.38370
H 0.33098 -2.59131 -5.12851
H -0.41155 -1.75485 -6.48132
C -1.73494 5.36045 3.18541
C -0.78569 6.57490 3.03028
C -0.12215 6.41612 1.67994
S 0.32034 4.68683 1.69299
O 1.38516 4.49693 2.64180
O 0.43567 4.13033 0.38732
C -1.10708 4.16301 2.50209
H -2.73555 5.54653 2.75672
H -1.93620 5.16705 4.25381
H -0.01228 6.62442 3.84034
H -1.36337 7.49901 3.15959
H 0.79004 6.93919 1.50673
H -0.75433 6.70628 0.85251
H -1.00386 3.21417 3.11288
H -1.71605 3.96119 1.63175
C 0.23279 5.99000 -2.73624
C -0.71053 4.89248 -3.10718
C 0.12560 3.73528 -3.59979
S 1.39602 4.53274 -4.62794
O 0.98332 4.52641 -5.99980
O 2.65930 3.92666 -4.33210
C 1.31815 6.19142 -3.86265
H 0.80203 5.68588 -1.88860
H -0.30164 6.88422 -2.46680
H -1.47700 5.13943 -3.86428
H -1.30840 4.61727 -2.25554
H -0.34386 2.95495 -4.25557
H 0.69868 3.36221 -2.73600
H 1.00545 6.90236 -4.67611
H 2.29968 6.42123 -3.39429
C -3.08439 -2.60690 3.55150
C -3.14038 -2.22802 5.01445
C -3.15560 -0.74497 5.23247
S -2.52763 0.04346 3.80017
O -1.41456 0.90683 4.05795
O -3.63188 0.47169 2.92541
C -1.95807 -1.65823 3.04809
H -3.99536 -2.57576 2.99959
H -2.61109 -3.65331 3.44408
H -2.34993 -2.68096 5.61113
H -4.11414 -2.63572 5.48352
H -2.55317 -0.51306 6.06133
H -4.17909 -0.31272 5.41554
H -1.07522 -2.13959 3.44027
H -1.88408 -1.61620 1.97046
C 2.72613 1.75220 4.28451
C 3.76941 1.81036 5.44453
C 4.67421 0.61624 5.24485
S 3.49503 -0.64720 5.04924
O 2.88416 -0.90379 6.32382
O 3.93940 -1.87682 4.36997
C 2.44272 0.24912 3.99550
H 3.07403 2.19474 3.37120
H 1.91205 2.37313 4.69740
H 3.25991 1.78408 6.41461
H 4.35667 2.69649 5.22925
H 5.41200 0.43591 6.07166
H 5.30229 0.73665 4.34202
H 1.38627 -0.02110 4.27039
H 2.60525 -0.01308 2.95036
C -9.26872 -2.61516 1.61845
C -9.52349 -1.41304 2.70771
C -8.30203 -0.55978 2.80075
S -7.19209 -1.15784 1.54551
O -6.30269 -2.18759 2.14927
O -6.61297 -0.03784 0.81482
C -8.43689 -2.01788 0.58445
H -10.22096 -3.00205 1.33991
H -8.85064 -3.49066 2.13905
H -9.73011 -1.93148 3.68140
H -10.37010 -0.80692 2.42649
H -7.76283 -0.83613 3.68182
H -8.47843 0.50006 2.61630
H -7.96215 -2.74006 -0.08436
H -8.89691 -1.16549 0.02737
C 6.09368 -1.55503 -0.49254
C 5.92316 -2.05471 0.98424
C 6.59544 -0.95027 1.80653
S 6.06614 0.54432 1.07888
O 7.06919 1.55054 1.14294
O 4.84322 0.84756 1.81892
C 5.70941 -0.07210 -0.56225
H 5.42844 -2.09532 -1.13722
H 7.10591 -1.74875 -0.73206
H 6.32873 -3.00804 1.21428
H 4.86694 -2.09254 1.25915
H 7.66841 -1.12432 1.76356
H 6.26121 -0.87581 2.84306
H 6.29053 0.57027 -1.21810
H 4.67131 0.10339 -0.61785
C -6.19396 3.31374 -0.53103
C -5.67712 3.45815 0.88963
C -4.40412 2.69040 0.98851
S -3.47284 3.40735 -0.40981
O -2.64588 2.47040 -1.13503
O -2.95878 4.69300 0.09865
C -4.98860 3.68035 -1.43496
H -7.08023 4.03956 -0.71388
H -6.36442 2.25776 -0.72995
H -6.45069 2.99677 1.54149
H -5.51310 4.45818 1.17881
H -4.43028 1.65988 0.79803
H -3.86168 2.77877 1.91659
H -4.81402 3.07567 -2.31946
H -5.03574 4.76760 -1.59261
C 3.72826 4.08300 0.35658
C 3.53304 3.79414 -1.09830
C 4.57921 4.64110 -1.82612
S 4.18402 6.19592 -1.08482
O 2.99658 6.81343 -1.55280
O 5.33961 7.06497 -1.22863
C 3.89101 5.59570 0.57802
H 4.63896 3.50624 0.67787
H 2.90922 3.76250 0.93975
H 2.57224 4.04673 -1.49166
H 3.66466 2.72196 -1.28064
H 4.39833 4.81371 -2.88226
H 5.59981 4.45977 -1.54042
H 2.97049 6.02576 0.94101
H 4.77530 5.81523 1.18946
C -0.15009 1.07422 0.70069
C -0.90586 0.05822 -0.21253
C 0.02484 -1.07552 -0.37026
S 1.68677 -0.55469 0.05688
O 2.66635 -0.75515 -0.98197
O 2.07383 -1.10355 1.32213
C 1.26271 1.13607 0.20394
H -0.17336 0.80082 1.71455
H -0.52317 2.11458 0.64693
H -1.09191 0.59363 -1.16844
H -1.83605 -0.21424 0.30287
H 0.11511 -1.49950 -1.36492
H -0.10827 -1.81572 0.42594
H 1.31398 1.50401 -0.84336
H 2.03996 1.58578 0.80843
*
```

Properties
E_tot ... -268905.7073 eV
Gap between HOMO and LUMO ... 0.3447 Ha
Lowest unoccupied orbital energy ... -0.288 eV